#A
Here is a 12-piece molecular cluster, H24O12 overall from the Open Molecules 2025 dataset. Energies are from the ωB97M-V functional and the def2-TZVPD basis.

Bonds (Å) are listed after each position.
Atoms and positions in Å:
1 H 1.2139 -2.9666 0.2111  O31 0.957
2 H 0.1608 2.2263 -1.0167  O10 0.957
3 H 1.1808 3.4228 2.0951  O20 0.957
4 H -3.0798 -2.8917 0.0510  O27 0.957
5 H -2.6390 2.4805 0.6991  O36 0.957
6 O -0.6553 0.1131 -0.2986  H24 0.957, H25 0.957
7 O 1.6616 -1.0799 2.6086  H19 0.957, H22 0.957
8 O 0.2943 -2.5151 -2.5698  H15 0.957, H32 0.957
9 H -1.6356 -2.5895 0.3900  O27 0.957
10 O 1.0488 2.4385 -1.3042  H2 0.957, H29 0.957
11 H -1.7901 3.6137 0.1631  O36 0.957
12 H -1.1074 0.6813 3.2539  O17 0.957
13 H -1.2267 -1.5143 -2.4260  O34 0.957
14 H 0.6778 -1.9460 1.1924  O31 0.957
15 H 0.7475 -2.5154 -1.7267  O8 0.957
16 H 1.7428 1.1377 -0.0939  O23 0.957
17 O -0.6835 0.5077 2.4134  H12 0.957, H33 0.957
18 H 0.1021 2.3651 1.9976  O20 0.957
19 H 2.4312 -0.9672 3.1665  O7 0.957
20 O 0.2314 3.3049 2.1253  H3 0.957, H18 0.957
21 H 0.7034 0.7046 -2.2958  O30 0.957
22 H 1.8400 -0.5365 1.8411  O7 0.957
23 O 2.1485 0.4460 0.4288  H16 0.957, H35 0.957
24 H -0.1644 -0.6581 -0.0149  O6 0.957
25 H -1.0538 0.4521 0.5029  O6 0.957
26 H -1.7152 -0.2812 -1.6962  O34 0.957
27 O -2.5000 -2.6967 0.7872  H4 0.957, H9 0.957
28 H 0.2512 -0.5999 -2.9169  O30 0.957
29 H 0.9289 3.1001 -1.9855  O10 0.957
30 O 0.5767 0.2721 -3.1403  H21 0.957, H28 0.957
31 O 0.5328 -2.3023 0.3159  H1 0.957, H14 0.957
32 H 0.7421 -3.1877 -3.0831  O8 0.957
33 H 0.0926 -0.0057 2.6375  O17 0.957
34 O -2.0049 -0.9739 -2.2899  H13 0.957, H26 0.957
35 H 2.9739 0.2598 -0.0188  O23 0.957
36 O -2.0275 2.7014 -0.0034  H5 0.957, H11 0.957

Summary:
**SMILES string**: O.O.O.O.O.O.O.O.O.O.O.O
**Charge**: 0
**Frontier orbital gap**: 0.3438 hartree

=====

#B
Here is a 12-piece molecular cluster, H24O12 overall from the Open Molecules 2025 dataset. Energies are from the ωB97M-V functional and the def2-TZVPD basis.

Bonds (Å) are listed after each position.
Atoms and positions in Å:
1 H -0.2270 0.0568 -2.7091  O20 0.953
2 H -1.1169 -1.6105 1.6910  O19 0.905
3 H 1.1186 1.8236 1.1144  O24 0.947
4 H -2.9906 1.8187 0.7829  O33 0.951
5 H 1.7241 -0.7411 1.9769  O26 0.943
6 H -0.6365 0.5310 -0.3702  O11 0.988
7 H -1.4921 -0.8642 -1.2336  O31 0.945
8 H 3.7616 -1.1583 -0.7773  O10 0.946
9 H -0.9083 -0.3143 2.3127  O19 0.960
10 O 3.3696 -0.4603 -1.2818  H8 0.946, H14 0.944
11 O -0.0927 -0.2920 -0.4212  H6 0.988, H22 0.943
12 H 3.1398 -0.8045 2.2812  O26 0.937
13 H -2.0926 -1.9415 -2.1144  O31 0.925
14 H 2.5826 -0.8185 -1.6595  O10 0.944
15 H -3.8271 2.8479 0.0841  O33 0.933
16 H 1.0046 -1.4780 -1.4725  O29 0.948
17 O -1.1651 2.2092 -0.6105  H28 0.926, H32 0.948
18 H 1.2866 -3.2141 0.2729  O36 0.980
19 O -0.4522 -1.1204 2.0604  H2 0.905, H9 0.960
20 O -0.1493 0.8549 -3.2235  H1 0.953, H34 0.950
21 H -2.4310 0.9053 2.6570  O25 0.937
22 H 0.0784 -0.5453 0.4710  O11 0.943
23 H -1.9240 2.2939 2.4847  O25 0.995
24 O 1.0372 1.5542 2.0191  H3 0.947, H27 0.962
25 O -1.6953 1.3467 2.2816  H21 0.937, H23 0.995
26 O 2.5577 -0.8455 1.5481  H5 0.943, H12 0.937
27 H 0.0950 1.6455 2.1900  O24 0.962
28 H -1.1808 2.9429 -0.0461  O17 0.926
29 O 1.1813 -1.6140 -2.3940  H16 0.948, H30 0.984
30 H 1.8739 -2.3033 -2.5065  O29 0.984
31 O -2.1173 -1.0372 -1.9202  H7 0.945, H13 0.925
32 H -1.7903 2.4283 -1.2884  O17 0.948
33 O -3.8532 1.9750 0.4131  H4 0.951, H15 0.933
34 H 0.7490 1.1042 -3.0386  O20 0.950
35 H 2.3541 -2.1272 0.3660  O36 0.978
36 O 2.2284 -3.0478 0.0601  H18 0.980, H35 0.978

Summary:
**SMILES string**: O.O.O.O.O.O.O.O.O.O.O.O
**Charge**: 0
**Frontier orbital gap**: 0.3505 hartree

=====

Least stable structure among those shown: #B.